No. 1
Below is the molecule C6H8OS, with properties calculated with ωB97M-V/def2-TZVPD.

Properties
Structure (SMILES): S=C1C[C@H]2C[C@H](C2)O1
Highest occupied orbital energy (eV): -8.529
LUMO level (eV): 0.57
Kohn-Sham gap (eV): 9.099
Energy above the lowest of the compared OMol25 structures with the same formula, charge and spin (kcal per mole): 22.2
Multiplicity: 1

Cartesian coordinates (Å):
S (0.91339, 0.07279, -2.34109)
C (0.31273, 0.02433, -0.83447)
C (-1.15901, -0.21919, -0.51911)
C (-1.44032, -0.21245, 0.98032)
C (-0.35900, -1.08172, 1.67094)
C (0.53724, 0.15034, 1.54649)
C (-0.71758, 1.01605, 1.59459)
O (1.11947, 0.21138, 0.22374)
H (-1.44945, -1.20025, -0.97995)
H (-1.72067, 0.54260, -1.02477)
H (-2.47899, -0.40089, 1.20735)
H (0.01140, -1.97912, 1.20123)
H (-0.61511, -1.31584, 2.72464)
H (1.37537, 0.29365, 2.23180)
H (-0.70635, 1.93703, 1.03325)
H (-1.03065, 1.20293, 2.64156)

---

No. 2
Below is the molecule C3H7NOS, with properties calculated with ωB97M-V/def2-TZVPD.

Properties
Structure (SMILES): C[C@@H](O)/C=N\S
Highest occupied orbital energy (eV): -8.992
LUMO level (eV): 0.80
Kohn-Sham gap (eV): 9.791
Energy above the lowest of the compared OMol25 structures with the same formula, charge and spin (kcal per mole): 40.0
Multiplicity: 1

Cartesian coordinates (Å):
C (0.34621, 1.77276, -0.32095)
C (0.07671, 0.43219, 0.37345)
O (-1.28669, 0.29484, 0.73120)
C (0.57202, -0.73265, -0.47800)
N (0.29628, -1.96272, -0.34246)
S (-0.75579, -2.49132, 0.90324)
H (-0.04071, 2.62220, 0.30833)
H (-0.18867, 1.79109, -1.28961)
H (1.42137, 1.90472, -0.52416)
H (0.60677, 0.43200, 1.32086)
H (-1.80950, 0.22258, -0.06513)
H (1.28231, -0.48835, -1.29416)
H (-0.52031, -3.79735, 0.67741)

---

No. 3
Below is a cluster of 7 separate species, C2H16BF4O6 in total, with properties calculated with ωB97M-V/def2-TZVPD.

Properties
Highest occupied orbital energy (eV): -7.208
Total charge: -1
LUMO level (eV): 2.88
Kohn-Sham gap (eV): 10.090
Energy above the lowest of the compared OMol25 structures with the same formula, charge and spin (kcal per mole): 9.5
Multiplicity: 1

Cartesian coordinates (Å):
B (-0.24769, -0.03782, -0.40255)
F (0.37964, -1.21047, -0.06315)
F (-0.95427, 0.56557, 0.60121)
F (0.72418, 0.85905, -0.79865)
F (-1.15413, -0.39119, -1.41678)
C (1.60111, -1.84716, -3.48670)
O (2.42923, -1.82511, -2.29275)
H (0.69964, -2.45742, -3.43163)
H (1.18261, -0.90254, -3.83403)
H (2.15827, -2.23186, -4.34091)
H (1.87890, -1.39781, -1.63235)
C (-1.36088, 3.30988, 1.61785)
O (-0.08035, 3.15729, 1.04330)
H (-1.44909, 4.31649, 2.02659)
H (-2.16605, 2.94009, 0.98298)
H (-1.48243, 2.74429, 2.54166)
H (-0.16603, 2.33111, 0.56197)
O (-1.20136, -0.70673, 3.06986)
H (-1.70287, -0.13492, 3.65103)
H (-1.40061, -0.38836, 2.18942)
O (0.41600, -3.37108, 1.31400)
H (0.34202, -3.09424, 2.22730)
H (0.21652, -2.58366, 0.80763)
O (-0.55000, 1.99547, -3.24613)
H (-0.02467, 1.21139, -3.08645)
H (-1.32944, 1.87676, -2.70335)
O (1.42172, -1.03300, 2.84449)
H (0.67780, -0.67256, 3.32708)
H (1.14224, -1.02147, 1.92907)

---

No. 4
Below is a structure of composition C35H36As2ORhSe, with properties calculated with ωB97M-V/def2-TZVPD.

Properties
Highest occupied orbital energy (alpha / beta) (eV): -10.650 / -10.641
Total charge: +1
LUMO level (alpha / beta) (eV): -5.05 / -4.77
Kohn-Sham gap (alpha / beta) (eV): 5.600 / 5.870
Energy above the lowest of the compared OMol25 structures with the same formula, charge and spin (kcal per mole): 54.1
Multiplicity: 1

Cartesian coordinates (Å):
Rh (-0.70300, -0.27141, -0.80895)
C (1.45665, -0.60824, 1.89089)
C (2.39620, -0.09366, 0.81916)
As (1.81876, -0.66721, -0.97927)
C (3.40552, -0.10043, -1.94935)
C (4.00571, -0.95754, -2.86549)
C (5.22553, -0.61622, -3.42800)
C (5.82881, 0.58989, -3.10044)
C (5.19084, 1.47628, -2.24314)
C (3.97503, 1.13842, -1.67214)
C (2.02501, -2.59613, -0.76277)
C (3.26172, -3.21297, -0.59454)
C (3.33052, -4.57863, -0.36866)
C (2.17070, -5.33950, -0.31402)
C (0.93471, -4.73378, -0.48665)
C (0.86642, -3.36752, -0.71112)
As (-0.37695, 0.02164, 1.57930)
C (-0.30016, 1.92047, 1.95372)
C (0.62655, 2.47045, 2.83196)
C (0.63082, 3.83714, 3.06301)
C (-0.28053, 4.65648, 2.41147)
C (-1.20297, 4.11145, 1.52934)
C (-1.21466, 2.74501, 1.30327)
C (-1.24130, -0.70491, 3.16527)
C (-0.93471, -1.98752, 3.60979)
C (-1.48457, -2.45923, 4.79121)
C (-2.35848, -1.66447, 5.51986)
C (-2.70712, -0.40784, 5.04634)
C (-2.15260, 0.07362, 3.87109)
H (1.77945, -0.31365, 2.88996)
H (1.42502, -1.69939, 1.86376)
H (3.40916, -0.47303, 0.96139)
H (2.43644, 0.99745, 0.82891)
H (3.52254, -1.89151, -3.12539)
H (5.70625, -1.29507, -4.11956)
H (6.79478, 0.84023, -3.51786)
H (5.64513, 2.43174, -2.01777)
H (3.47059, 1.84200, -1.02178)
H (4.17043, -2.62379, -0.63486)
H (4.29523, -5.05109, -0.23884)
H (2.23284, -6.40568, -0.14120)
H (0.03133, -5.32865, -0.45957)
H (-0.09845, -2.89398, -0.85508)
H (1.34653, 1.83810, 3.33816)
H (1.34210, 4.26644, 3.75616)
H (-0.27284, 5.72442, 2.58450)
H (-1.90468, 4.75510, 1.01575)
H (-1.91744, 2.30613, 0.60409)
H (-0.27182, -2.62502, 3.03712)
H (-1.22521, -3.44909, 5.14290)
H (-2.76274, -2.02416, 6.45640)
H (-3.40908, 0.20368, 5.59777)
H (-2.41736, 1.05881, 3.50580)
C (-1.60919, 2.77341, -2.96429)
C (-0.33817, 1.92997, -2.86379)
C (0.89144, 2.65493, -3.40698)
O (-0.09619, 1.55615, -1.52995)
H (-1.80808, 3.05675, -3.99814)
H (-1.50021, 3.67303, -2.35552)
H (-2.45794, 2.19632, -2.58865)
H (-0.49295, 1.04198, -3.49146)
H (1.09378, 3.54521, -2.80822)
H (0.74374, 2.94519, -4.44681)
H (1.75602, 1.99116, -3.34686)
Se (-2.22282, -1.11732, -2.44653)
C (-3.94438, -0.76889, -1.71728)
C (-4.36293, -1.41001, -0.55106)
C (-5.62466, -1.14846, -0.04427)
C (-6.46219, -0.24606, -0.68659)
C (-6.03764, 0.40248, -1.84013)
C (-4.78489, 0.13709, -2.36550)
H (-3.70545, -2.11160, -0.05435)
H (-5.95963, -1.65195, 0.85308)
H (-7.45134, -0.05221, -0.29365)
H (-6.68979, 1.11175, -2.33226)
H (-4.45719, 0.62744, -3.27270)

---

No. 5
Below is the molecule C5H8N2O, with properties calculated with ωB97M-V/def2-TZVPD.

Properties
Highest occupied orbital energy (alpha / beta) (eV): -6.822 / -6.822
LUMO level (alpha / beta) (eV): 0.51 / 0.51
Kohn-Sham gap (alpha / beta) (eV): 7.328 / 7.327
Energy above the lowest of the compared OMol25 structures with the same formula, charge and spin (kcal per mole): 134.1
Multiplicity: 1

Cartesian coordinates (Å):
C (0.38073, 0.32676, -2.01306)
N (-0.77805, -0.01576, 1.39235)
C (-0.33629, -0.55950, 0.26590)
C (0.47920, 0.29105, -0.51722)
N (-0.63000, -1.86442, -0.10600)
C (0.43191, 1.61540, 1.18398)
C (1.20454, 1.35478, 0.16688)
O (-1.15090, -1.00749, 2.36376)
H (-1.92794, -0.61796, 2.78230)
H (0.11712, -2.35630, -0.57120)
H (-1.04905, -2.40535, 0.63813)
H (0.10852, 2.37081, 1.87001)
H (2.08647, 1.84618, -0.23546)
H (1.34715, 0.57464, -2.46313)
H (0.05261, -0.63533, -2.40688)
H (-0.33602, 1.08248, -2.35036)

---

No. 6
Below is a structure of composition C6H24NO9, with properties calculated with ωB97M-V/def2-TZVPD.

Properties
Highest occupied orbital energy (eV): -5.167
Total charge: -1
LUMO level (eV): 3.29
Kohn-Sham gap (eV): 8.455
Energy above the lowest of the compared OMol25 structures with the same formula, charge and spin (kcal per mole): 285.8
Multiplicity: 1

Cartesian coordinates (Å):
N (0.56246, 0.82655, -0.52246)
O (1.39711, 1.44900, -1.08035)
O (-0.62327, 0.81008, -0.90398)
O (0.86331, 0.10604, 0.38520)
C (-3.12265, 1.68703, -0.23331)
O (-2.18215, 2.01883, -1.26111)
H (-3.99854, 1.27471, -0.73422)
H (-2.75979, 0.87514, 0.39697)
H (-3.44676, 2.55607, 0.33925)
H (-1.50030, 2.51385, -0.80107)
C (-1.83079, -2.11996, -0.55661)
O (-1.65165, -0.76953, -0.83586)
H (-1.27484, -2.74533, -1.25512)
H (-1.59461, -2.53594, 0.42281)
H (-2.84247, -2.50312, -0.68990)
H (-1.33559, -0.32013, -0.04861)
C (1.03721, 2.32764, -3.60452)
O (0.21532, 1.52091, -2.74972)
H (1.54407, 3.14519, -3.09187)
H (1.89001, 1.81700, -4.05182)
H (0.42144, 2.78084, -4.38141)
H (0.73424, 1.45256, -1.94495)
C (1.20441, -2.42243, 0.10449)
O (1.92894, -1.34093, -0.57325)
H (1.50285, -2.29143, 1.14462)
H (0.14624, -2.16567, 0.05497)
H (1.47484, -3.40325, -0.28659)
H (1.54121, -0.57518, -0.14326)
C (3.02650, -0.48689, 2.41013)
O (2.09104, 0.56829, 2.41678)
H (3.35133, -0.76779, 1.40829)
H (3.89074, -0.19106, 3.00484)
H (2.64400, -1.37372, 2.91544)
H (1.71525, 0.67297, 1.53962)
C (-0.93622, -0.49138, 2.54089)
O (-1.13532, -0.29842, 1.14785)
H (-0.35459, 0.36995, 2.86943)
H (-1.85325, -0.52072, 3.12936)
H (-0.42717, -1.42412, 2.78376)
H (-0.31254, -0.02563, 0.73529)

---

What did we get for maximum force? Answer: 1.16 1.17 2.03 2.32 1.73 9.55 eV Å⁻¹, in the order shown.
What did we get for total energy? Answer: -706.81083 -646.64825 -961.85648 -8413.76561 -379.87441 -974.33238 hartree, in the order shown.